1.
{"formula": "C21H23ClN3O4PtSi", "method": "ωB97M-V/def2-TZVPD", "species": ["Pt", "O", "C", "O", "C", "C", "C", "C", "C", "C", "C", "C", "C", "N", "H", "H", "H", "H", "H", "H", "C", "C", "C", "C", "C", "C", "N", "N", "Si", "C", "C", "C", "H", "H", "H", "H", "H", "H", "H", "H", "H", "H", "H", "H", "H", "H", "H", "Cl", "C", "C", "O", "O", "H", "H"], "positions_angstrom": [[0.638034, -0.139632, -0.364824], [4.330853, 1.053062, -1.304486], [3.186635, 0.923285, -0.909243], [2.595824, -0.200248, -0.661591], [2.322823, 2.131786, -0.633760], [2.881871, 3.424287, -0.644203], [2.081012, 4.483197, -0.360885], [0.724351, 4.256292, -0.030935], [-0.157083, 5.305527, 0.322713], [-1.442597, 5.035960, 0.691942], [-1.896721, 3.698571, 0.738356], [-1.068121, 2.671198, 0.396396], [0.248074, 2.934105, -0.017868], [1.057742, 1.886713, -0.370224], [3.932894, 3.508792, -0.878152], [2.465250, 5.496651, -0.360061], [0.215794, 6.323051, 0.311318], [-2.110492, 5.841378, 0.970092], [-2.907276, 3.488725, 1.067008], [-1.362631, 1.637076, 0.474556], [-3.474177, 0.582933, -0.177095], [-2.819480, -0.754590, 0.022048], [-3.569614, -1.814044, 0.497344], [-2.969461, -3.066546, 0.654385], [-1.654718, -3.235167, 0.313372], [-0.956698, -2.124874, -0.200898], [-1.531574, -0.898608, -0.333151], [0.346242, -2.110166, -0.536949], [1.053236, -3.255800, -1.632717], [1.578160, -4.824767, -0.744535], [2.531239, -2.558799, -2.511754], [-0.249769, -3.737649, -2.896374], [-4.523112, 0.448763, -0.440680], [-2.980091, 1.142454, -0.968923], [-3.435259, 1.176252, 0.738885], [-4.612944, -1.659972, 0.737413], [-3.537884, -3.894495, 1.062178], [-1.131419, -4.168307, 0.461961], [2.358118, -4.610195, -0.010875], [1.972710, -5.553258, -1.459282], [0.743876, -5.293787, -0.218313], [3.338228, -2.324675, -1.817987], [2.272636, -1.626819, -3.017248], [2.894924, -3.276014, -3.253234], [-1.097272, -4.242277, -2.425601], [0.167284, -4.411622, -3.649631], [-0.631342, -2.848170, -3.403741], [2.093204, 0.152772, 5.060499], [0.477814, 0.648777, 4.426711], [0.532118, 0.936484, 2.910822], [1.029054, 2.026866, 2.576042], [0.041341, 0.037981, 2.182323], [0.207712, 1.548181, 4.973692], [-0.199338, -0.170632, 4.645163]], "forces_ev_per_angstrom": [[-0.66, 0.06, -1.07], [-0.01, 0.03, 0.06], [-0.04, -0.11, 0.06], [0.46, 0.13, -0.11], [-0.02, 0.03, -0.12], [-0.04, -0.14, -0.04], [-0.06, 0.03, 0.03], [0.07, 0.10, -0.04], [-0.03, 0.00, 0.03], [0.02, -0.03, 0.00], [0.01, 0.00, -0.02], [-0.05, 0.00, 0.01], [0.06, -0.11, -0.07], [0.10, 0.22, 0.47], [0.00, 0.01, -0.01], [0.00, 0.00, 0.00], [0.00, 0.00, -0.01], [0.00, 0.00, 0.00], [0.00, 0.01, 0.01], [0.07, 0.02, 0.06], [-0.01, 0.02, 0.02], [0.01, 0.18, -0.15], [0.00, -0.08, -0.05], [-0.03, 0.06, 0.03], [-0.20, 0.07, -0.14], [0.17, -0.16, 0.14], [0.32, -0.14, 0.58], [0.04, -0.20, -0.03], [-0.01, -0.03, 0.20], [0.02, -0.05, 0.01], [0.06, 0.10, -0.01], [-0.05, -0.04, -0.04], [-0.01, -0.01, 0.01], [0.00, -0.01, 0.01], [0.00, -0.02, -0.01], [0.00, 0.00, -0.01], [-0.01, 0.01, -0.01], [0.01, 0.01, -0.01], [-0.01, 0.01, 0.00], [0.01, 0.00, 0.02], [0.01, -0.01, 0.00], [-0.01, -0.01, -0.01], [0.01, -0.02, -0.03], [-0.02, -0.01, 0.00], [0.00, 0.01, -0.01], [-0.01, 0.00, 0.00], [0.01, -0.01, -0.01], [-0.04, 0.02, -0.03], [0.02, -0.03, 0.07], [0.08, 0.05, -0.10], [0.01, -0.06, 0.08], [-0.23, 0.07, 0.26], [-0.01, 0.00, 0.00], [0.01, -0.01, 0.00]], "mulliken_charge": [0.629, -0.724, 0.257, -0.636, 0.606, -0.699, -0.711, 1.486, -0.946, -0.562, -0.757, 0.214, -0.071, -0.098, 0.482, 0.400, 0.355, 0.377, 0.319, 0.028, -1.632, 0.934, -0.752, -0.420, -0.662, 0.514, -0.229, 0.296, -0.084, -1.055, -0.985, -1.034, 0.536, 0.374, 0.160, 0.386, 0.407, 0.338, 0.280, 0.332, 0.330, 0.266, 0.241, 0.382, 0.337, 0.395, 0.281, -0.262, -0.550, 0.549, -0.659, -0.539, 0.317, 0.259], "total_charge": -1, "orbital_gap_ha": 0.25407, "energy_ev": -58462.612, "lumo_energy_ha": 0.0866, "spin_multiplicity": 1, "e_above_lowest_kcal_mol": 14.9}

=====

2.
{"formula": "C21H23F5NO9S2", "method": "ωB97M-V/def2-TZVPD", "species": ["C", "O", "C", "C", "C", "C", "C", "C", "S", "O", "O", "N", "S", "O", "O", "C", "F", "F", "C", "F", "F", "F", "H", "H", "H", "H", "H", "H", "H", "H", "H", "H", "H", "H", "H", "H", "H", "C", "C", "C", "O", "C", "C", "C", "O", "H", "H", "H", "H", "C", "C", "C", "O", "C", "C", "C", "O", "H", "H", "H", "H"], "positions_angstrom": [[0.717241, 0.661478, 2.735514], [-0.408702, -0.158353, 2.558123], [-0.238333, -1.186347, 1.581846], [-1.426259, -1.236019, 0.633704], [-1.413529, -0.119171, -0.415834], [-1.965343, 1.223369, 0.077515], [-3.504661, 1.253475, 0.115021], [-4.063283, 2.448778, 0.893197], [-5.222047, 2.146248, 2.234635], [-6.017572, 3.358402, 2.265110], [-4.459552, 1.815778, 3.416574], [-6.197075, 0.970018, 1.738564], [-6.070716, -0.504916, 2.250665], [-6.928707, -0.807388, 3.370091], [-4.762471, -1.118680, 2.224044], [-6.958435, -1.365826, 0.852789], [-6.764861, -2.694466, 1.044659], [-8.282116, -1.118868, 0.916527], [-6.513767, -1.087241, -0.604301], [-6.567729, 0.179755, -0.952547], [-5.287171, -1.537300, -0.823809], [-7.331924, -1.756801, -1.431034], [1.599530, 0.076601, 3.035010], [0.477696, 1.374901, 3.524237], [0.965451, 1.203807, 1.811162], [-0.128028, -2.138034, 2.119691], [0.684956, -1.018640, 1.016089], [-1.369881, -2.201845, 0.114477], [-2.357576, -1.235587, 1.201515], [-0.397993, 0.014044, -0.805497], [-2.039587, -0.428829, -1.263171], [-1.636803, 2.022788, -0.600578], [-1.579512, 1.464552, 1.072506], [-3.853375, 1.301564, -0.921378], [-3.857951, 0.313798, 0.529397], [-4.659367, 3.082795, 0.233488], [-3.255068, 3.050649, 1.310930], [5.660264, 1.309524, 1.087928], [4.419746, 0.909898, 0.820920], [4.075350, -0.532584, 0.763890], [2.948786, -0.901220, 0.512263], [5.162623, -1.513026, 1.018641], [6.401911, -1.111186, 1.285697], [6.748501, 0.333575, 1.341504], [7.880097, 0.694665, 1.583847], [5.937770, 2.354798, 1.131270], [3.609956, 1.600955, 0.626658], [4.883097, -2.558323, 0.972340], [7.212465, -1.803672, 1.474355], [4.528158, 0.871428, -4.744924], [4.854013, -0.147519, -5.535023], [5.031508, -1.519706, -4.992939], [5.334986, -2.444964, -5.714317], [4.826327, -1.711516, -3.534927], [4.498434, -0.692601, -2.746190], [4.326097, 0.679126, -3.286254], [4.037895, 1.607065, -2.562013], [4.395573, 1.879711, -5.115960], [5.007072, -0.033599, -6.600572], [4.956377, -2.719815, -3.162825], [4.337528, -0.799477, -1.682325]], "forces_ev_per_angstrom": [[-0.05, -0.18, -0.07], [0.04, 0.10, -0.09], [-0.06, 0.05, 0.18], [0.31, -0.13, -0.17], [-0.38, 0.14, 0.02], [-0.16, 0.26, 0.00], [0.46, -0.09, 0.06], [-0.26, -0.06, -0.63], [-0.30, 0.58, 0.12], [0.27, -0.26, 0.10], [-0.08, -0.18, -0.16], [0.53, -0.12, 0.11], [-0.47, -0.31, 0.01], [0.34, 0.03, -0.19], [-0.05, 0.25, -0.01], [0.13, 0.11, 0.12], [-0.16, 0.01, -0.02], [0.04, 0.04, -0.01], [-0.23, -0.28, 0.24], [-0.07, 0.62, -0.06], [0.57, -0.13, 0.03], [-0.27, -0.27, -0.22], [-0.01, 0.05, 0.02], [0.02, 0.00, -0.05], [0.00, 0.02, 0.06], [-0.05, 0.02, -0.08], [-0.11, 0.01, 0.04], [-0.05, 0.06, 0.06], [-0.04, 0.01, 0.06], [0.00, -0.07, 0.04], [0.12, -0.01, 0.00], [0.08, -0.04, 0.10], [0.03, -0.12, -0.06], [-0.13, -0.10, 0.11], [-0.13, -0.06, 0.13], [0.16, 0.04, 0.04], [-0.15, 0.04, 0.19], [-0.02, -0.01, 0.00], [0.02, 0.02, 0.01], [-0.02, 0.06, 0.17], [0.10, -0.05, -0.11], [0.03, 0.00, 0.01], [-0.02, -0.01, -0.02], [-0.01, 0.00, 0.00], [0.01, 0.00, 0.00], [0.02, 0.00, 0.00], [-0.01, -0.02, -0.02], [-0.03, 0.01, 0.01], [0.02, 0.02, 0.01], [0.00, -0.01, -0.02], [0.00, 0.02, 0.02], [-0.01, 0.01, 0.00], [0.01, 0.00, 0.00], [-0.01, 0.01, 0.02], [0.02, 0.02, -0.01], [0.01, 0.01, 0.00], [0.02, 0.01, 0.02], [-0.01, 0.01, 0.02], [0.00, -0.02, 0.00], [0.00, -0.01, -0.02], [-0.04, -0.06, -0.09]], "mulliken_charge": [-0.627, -0.342, 0.030, -0.475, -0.808, -1.039, 0.662, -1.068, 1.286, -0.754, -0.677, -0.400, 0.797, -0.631, -0.565, 0.636, -0.278, -0.277, 0.636, -0.215, -0.252, -0.304, 0.274, 0.331, 0.220, 0.321, -0.086, 0.441, 0.046, 0.327, 0.413, 0.356, 0.450, 0.290, -0.480, 0.338, 0.496, -0.422, -0.190, 0.087, -0.539, -0.102, -0.400, 0.307, -0.564, 0.422, 0.486, 0.442, 0.417, -0.460, -0.396, 0.281, -0.547, -0.417, 0.093, 0.370, -0.511, 0.422, 0.404, 0.434, 0.311], "total_charge": -1, "orbital_gap_ha": 0.20963, "energy_ev": -77324.294, "lumo_energy_ha": -0.0186, "spin_multiplicity": 1}